Computed, not measured: a molecular structure, C12H36CaFO6 in a non-equilibrium geometry, with the ωB97M-V functional and the def2-TZVPD basis.

Results
Total charge = +1
Strongest force on any atom = 2.24 eV Å⁻¹
HOMO energy = -12.034 eV
LUMO level = -4.110 eV
Energy above the lowest of the compared OMol25 structures with the same formula, charge and spin = 34.0 kJ/mol
Spin multiplicity = 1

Atoms and positions in Å:
1 Ca -0.66849 -0.95695 -2.46931
2 F -0.41486 -0.55764 -0.22794
3 C -0.55776 -3.41270 3.85907
4 C -0.96307 -2.43603 2.79179
5 O -0.01583 -2.54595 1.70539
6 H 0.50739 -3.29862 4.06274
7 H -0.70744 -4.46500 3.60943
8 H -1.11961 -3.26582 4.78401
9 H -0.92520 -1.40314 3.15574
10 H -1.95515 -2.63459 2.36605
11 H -0.20281 -1.82727 1.08149
12 C -1.58120 2.97093 3.02941
13 C -0.79659 2.01027 2.15707
14 O -1.76893 1.15706 1.55834
15 H -2.33649 3.51277 2.46909
16 H -0.97851 3.66478 3.62176
17 H -2.04342 2.38334 3.82783
18 H -0.07537 1.43802 2.74907
19 H -0.22800 2.50068 1.35740
20 H -1.33857 0.50866 0.97866
21 C -3.71869 -1.97974 0.14208
22 C -2.83445 -2.95670 -0.62206
23 O -2.50710 -2.41176 -1.94761
24 H -4.54620 -1.67150 -0.49961
25 H -3.18010 -1.12801 0.55219
26 H -4.15554 -2.50787 0.99297
27 H -3.30090 -3.93089 -0.74506
28 H -1.88601 -3.06391 -0.09518
29 H -3.25683 -2.63823 -2.51214
30 C 3.24678 1.62926 1.62313
31 C 2.68629 0.32200 1.11029
32 O 2.08721 0.54428 -0.18618
33 H 2.52688 2.44503 1.56215
34 H 4.12348 1.89317 1.02451
35 H 3.57911 1.63423 2.66316
36 H 1.94089 -0.02614 1.83005
37 H 3.45127 -0.43786 0.95511
38 H 1.17613 0.19083 -0.15536
39 C 3.27599 -0.05138 -4.10583
40 C 2.82569 -1.21989 -3.23795
41 O 1.69027 -0.84407 -2.41038
42 H 2.58284 0.12165 -4.93182
43 H 4.23728 -0.33126 -4.54304
44 H 3.39751 0.89389 -3.57926
45 H 3.59388 -1.60133 -2.56535
46 H 2.48289 -2.04452 -3.86461
47 H 2.05788 -0.32535 -1.65431
48 C -0.88564 3.65138 -2.45775
49 C -0.03443 2.52912 -1.89935
50 O -0.00894 1.39378 -2.77937
51 H -0.75839 4.56926 -1.88576
52 H -1.93823 3.37372 -2.47442
53 H -0.55493 3.88893 -3.47460
54 H -0.42621 2.25687 -0.91807
55 H 0.99782 2.82519 -1.69772
56 H 0.20241 1.66502 -3.67995


Computed, not measured: 4 unconnected molecules or ions with the total composition C12H36ClN3O3 in a non-equilibrium geometry, with the ωB97M-V functional and the def2-TZVPD basis.

Results
Total charge = +2
Strongest force on any atom = 3.08 eV Å⁻¹
HOMO energy = -9.837 eV
LUMO level = -4.522 eV
Energy above the lowest of the compared OMol25 structures with the same formula, charge and spin = 466.4 kJ/mol
Spin multiplicity = 1

Atoms and positions in Å:
1 Cl 3.03738 1.68776 0.56904
2 C -0.01984 -2.21159 5.87212
3 C 1.43515 -2.05195 6.44846
4 C 2.34005 -3.38971 6.25348
5 O 3.18816 -3.40415 5.09798
6 C 3.51824 -4.63095 4.53195
7 N 2.13496 -0.83801 5.88662
8 H 1.70186 0.03577 6.14939
9 H 3.07563 -0.99000 6.22150
10 H 2.09114 -0.82224 4.87771
11 H -0.52461 -3.10422 6.24160
12 H 0.03125 -2.30855 4.78764
13 H -0.69818 -1.42502 6.20266
14 H 1.32244 -1.94000 7.52683
15 H 1.80370 -4.33541 6.33148
16 H 3.08122 -3.42132 7.05210
17 H 2.67991 -5.32722 4.50952
18 H 4.36065 -5.06302 5.07209
19 H 3.82090 -4.52927 3.48976
20 C -1.50027 6.86167 -4.03984
21 C -1.25714 6.08574 -2.68087
22 C -2.29597 6.34871 -1.59640
23 O -2.25513 5.28334 -0.56638
24 C -3.13213 5.49580 0.54200
25 N -1.13790 4.58221 -3.08419
26 H -0.60569 4.40193 -3.92345
27 H -0.72729 4.07921 -2.31058
28 H -2.08223 4.23272 -3.00555
29 H -0.61304 7.38441 -4.39714
30 H -2.19048 7.68518 -3.85671
31 H -1.96611 6.34722 -4.88032
32 H -0.25982 6.32035 -2.30881
33 H -3.29239 6.40473 -2.03470
34 H -2.03343 7.32173 -1.18118
35 H -3.08992 6.52894 0.88687
36 H -2.85675 4.83278 1.36216
37 H -4.21543 5.42546 0.44400
38 C 0.65321 -4.69855 -2.24661
39 C 0.39345 -3.68200 -3.43510
40 C -0.99600 -3.04423 -3.36365
41 O -1.11470 -1.90381 -4.22673
42 C -1.99161 -2.06230 -5.34637
43 N 1.50094 -2.67882 -3.61583
44 H 1.55573 -2.26898 -4.53731
45 H 1.52805 -1.99704 -2.87116
46 H 2.35607 -3.21402 -3.56677
47 H 1.51548 -5.30625 -2.52100
48 H -0.18918 -5.39027 -2.24818
49 H 0.88445 -4.25537 -1.27800
50 H 0.44755 -4.27689 -4.34684
51 H -1.03988 -2.72840 -2.32133
52 H -1.83706 -3.69916 -3.59118
53 H -1.91966 -1.22175 -6.03657
54 H -3.00259 -2.24315 -4.98126
55 H -1.61316 -2.88208 -5.95697


Computed, not measured: 12 unconnected molecules or ions with the total composition C12H36N12O24 in a non-equilibrium geometry, with the ωB97M-V functional and the def2-TZVPD basis.

Results
Expectation value of S² = 0.754
Total charge = -1
Strongest force on any atom = 3.86 eV Å⁻¹
HOMO energy (alpha / beta) = -1.784 / -5.823 eV
LUMO level (alpha / beta) = 1.319 / 1.319 eV
Energy above the lowest of the compared OMol25 structures with the same formula, charge and spin = 17.3 kJ/mol
Spin multiplicity = 2

Atoms and positions in Å:
1 C -0.52596 1.49770 -3.70014
2 N -1.56708 2.15376 -4.51133
3 O -2.00574 1.58218 -5.53041
4 O -1.73308 3.32557 -4.23158
5 H -0.69131 1.95370 -2.72401
6 H 0.42186 1.71532 -4.19247
7 H -0.78949 0.44946 -3.55928
8 C -3.84731 -1.57235 -2.09933
9 N -4.65954 -2.49712 -2.96945
10 O -5.85977 -2.33918 -3.20334
11 O -4.01826 -3.43757 -3.49210
12 H -3.39613 -0.76624 -2.67788
13 H -3.07369 -2.15197 -1.59568
14 H -4.52439 -1.06907 -1.40914
15 C 5.61489 0.02957 -1.86267
16 N 4.19577 0.35397 -1.78283
17 O 3.28928 -0.51157 -1.70401
18 O 3.92745 1.51236 -1.58735
19 H 5.64029 -1.01442 -1.55034
20 H 6.36892 0.51649 -1.24425
21 H 5.78772 0.23232 -2.91961
22 C -4.03353 -3.61124 3.10633
23 N -3.60994 -3.18110 1.76888
24 O -2.37149 -2.93149 1.67786
25 O -4.51383 -3.05790 0.91948
26 H -3.57701 -4.59959 3.15976
27 H -5.12041 -3.69359 3.10715
28 H -3.77031 -2.89879 3.88814
29 C 5.09244 2.21104 2.15358
30 N 4.78210 0.87202 1.60253
31 O 3.63250 0.58889 1.30414
32 O 5.71182 0.07492 1.34792
33 H 4.93697 2.89893 1.32247
34 H 6.13128 2.15210 2.47829
35 H 4.31072 2.39395 2.89084
36 C 1.10196 -1.79659 -3.97633
37 N 1.11789 -1.20751 -5.37050
38 O 0.10040 -0.78577 -5.79184
39 O 2.18214 -1.14875 -5.95301
40 H 0.14651 -2.30907 -3.86420
41 H 0.97723 -0.94750 -3.30432
42 H 1.98496 -2.37571 -3.70610
43 C 0.82579 3.40626 -0.13610
44 N 0.00393 4.41529 0.62334
45 O -0.13755 5.49112 0.05817
46 O -0.27487 4.14895 1.79980
47 H 1.85723 3.75479 -0.08357
48 H 0.63412 3.27267 -1.20077
49 H 0.68866 2.41729 0.30120
50 C 0.37533 -1.24272 -0.13102
51 N -0.68465 -0.15596 -0.19560
52 O -0.64247 0.72142 0.65574
53 O -1.56899 -0.21577 -1.06576
54 H 1.27012 -0.77622 0.28107
55 H 0.43765 -1.54797 -1.17555
56 H 0.05016 -1.97081 0.61212
57 C -3.75000 2.38178 -1.00134
58 N -4.84928 1.61888 -1.68471
59 O -4.80214 1.43164 -2.92491
60 O -5.63150 1.03952 -0.94757
61 H -3.46595 1.72394 -0.17996
62 H -4.28542 3.28282 -0.70210
63 H -2.88275 2.56001 -1.63713
64 C 0.93276 -0.49563 4.06929
65 N 0.75230 0.93161 4.05151
66 O 1.56004 1.53710 3.37519
67 O 0.10457 1.44971 4.94157
68 H 1.58929 -0.82726 4.87371
69 H 1.26920 -0.86231 3.09952
70 H 0.02472 -1.06131 4.27803
71 C -2.78908 1.49550 3.45803
72 N -3.67034 0.38684 2.94347
73 O -3.66924 0.18881 1.69972
74 O -4.39596 -0.15259 3.79411
75 H -2.90789 1.44564 4.54038
76 H -3.14853 2.43848 3.04610
77 H -1.82119 1.16587 3.08034
78 C 4.77351 -2.88068 2.29666
79 N 3.32990 -2.93971 2.69194
80 O 3.16138 -2.98063 3.88880
81 O 2.47556 -2.79601 1.80619
82 H 4.92004 -3.37599 1.33681
83 H 5.41527 -3.15724 3.13318
84 H 5.15920 -1.87736 2.11581


Computed, not measured: 6 unconnected molecules or ions with the total composition C12H36O12 in a non-equilibrium geometry, with the ωB97M-V functional and the def2-TZVPD basis.

Results
Total charge = 0
Strongest force on any atom = 1.66 eV Å⁻¹
SMILES = OCCO.OCCO.OCCO.OCCO.OCCO.OCCO
HOMO energy = -9.809 eV
LUMO level = 0.560 eV
Energy above the lowest of the compared OMol25 structures with the same formula, charge and spin = 34.1 kJ/mol
Spin multiplicity = 1

Atoms and positions in Å:
1 C 1.56712 -1.83554 -2.70566
2 C 0.24312 -1.98282 -3.41841
3 O 0.12554 -3.26470 -4.03035
4 O 1.59697 -2.64398 -1.53504
5 H 1.71527 -0.78144 -2.47256
6 H 2.37224 -2.16609 -3.37201
7 H 0.17938 -1.18338 -4.16878
8 H -0.56924 -1.82350 -2.70817
9 H 0.22874 -3.16348 -4.97864
10 H 1.82125 -3.53640 -1.81277
11 C -3.47848 0.35142 -1.36534
12 C -3.73204 1.82842 -1.17510
13 O -2.48158 2.45156 -0.91380
14 O -3.05478 -0.30073 -0.17910
15 H -2.72409 0.23919 -2.15768
16 H -4.39653 -0.10919 -1.72912
17 H -4.42616 1.99001 -0.34271
18 H -4.17654 2.25542 -2.08218
19 H -2.61016 3.40961 -0.84138
20 H -2.31322 0.20553 0.17352
21 C 1.31422 1.56185 -0.36182
22 C 1.23851 0.46970 0.67598
23 O -0.04122 -0.18930 0.46081
24 O 0.22732 2.43909 -0.14393
25 H 1.18285 1.04413 -1.32576
26 H 2.32877 1.95356 -0.43051
27 H 1.24341 0.80522 1.71693
28 H 1.97456 -0.33675 0.57522
29 H -0.29202 -0.61046 1.29212
30 H -0.52348 1.83456 -0.09361
31 C -0.61971 4.33215 -2.96236
32 C -1.72250 5.34342 -2.87353
33 O -2.61112 5.00087 -1.79667
34 O -1.08080 3.03271 -3.23274
35 H -0.06950 4.32606 -2.00898
36 H 0.08803 4.68504 -3.71495
37 H -2.30917 5.33520 -3.80354
38 H -1.33006 6.36172 -2.77536
39 H -3.41936 5.51144 -1.89077
40 H -1.46082 2.72305 -2.39670
41 C 3.38618 -2.69753 2.63780
42 C 3.98532 -2.48894 1.26132
43 O 4.93466 -3.46590 0.91753
44 O 4.35147 -2.63246 3.68836
45 H 2.92102 -3.68960 2.70071
46 H 2.60810 -1.95917 2.83060
47 H 4.40445 -1.47112 1.23743
48 H 3.16090 -2.47789 0.54647
49 H 5.57539 -3.54959 1.62935
50 H 4.84116 -3.45887 3.67171
51 C -0.79899 -1.04603 4.27520
52 C -0.68819 -2.10052 5.33568
53 O -1.90418 -2.80658 5.52613
54 O -0.87092 -1.58071 2.95808
55 H 0.03010 -0.33383 4.35532
56 H -1.67680 -0.41295 4.45056
57 H -0.51964 -1.60134 6.29231
58 H 0.13087 -2.80038 5.15243
59 H -2.08202 -3.33538 4.74171
60 H -1.79361 -1.65440 2.69674